# CH8N3

A cluster of 2 separate species, CH8N3 in total at a distorted geometry (ωB97M-V/def2-TZVPD, the OMol25 dataset).

Calculated values
calculated total energy: -206.8819 hartree
lowest unoccupied orbital energy: -3.5074 eV
HOMO level: -13.646 eV
net charge: +1
relative energy (zero: lowest compared OMol25 entry of this formula, charge and spin): 204.34 kJ/mol
Kohn-Sham gap: 10.14 eV

```
12
Properties=species:S:1:pos:R:3:forces:R:3
C 0.786465 0.235104 -0.111665 -0.6 2.2 0.5
N 1.771852 1.074233 -0.415997 1.3 0.1 -0.6
N 1.235641 -0.858651 0.428852 0.2 -1.0 -0.1
N -2.274864 -0.092219 0.084518 3.3 -1.6 3.3
H -1.143274 0.209890 0.400101 -1.5 -0.5 -1.2
H 1.627585 1.973761 -0.825571 -0.5 0.2 -0.1
H 2.800530 0.850549 -0.384312 -1.5 -0.1 0.2
H 2.149867 -1.177538 0.216582 1.2 -0.4 0.2
H 0.596144 -1.571981 0.608123 -0.8 -1.3 0.4
H -2.937999 -0.052689 0.862916 0.0 0.5 -0.4
H -2.417227 0.483805 -0.675937 -1.0 1.5 -2.0
H -2.194723 -1.074264 -0.187606 -0.1 0.2 -0.3
```
Forces are in eV/Å.

Here are the Löwdin charges for atoms 1 to 2, given in e: C -0.276; N 0.067

# C6H17N2

A cluster of 2 separate species, C6H17N2 in total at a distorted geometry (ωB97M-V/def2-TZVPD, the OMol25 dataset).

Calculated values
calculated total energy: -347.8625 hartree
lowest unoccupied orbital energy: -8.1167 eV
HOMO level: -13.389 eV
net charge: +1
relative energy (zero: lowest compared OMol25 entry of this formula, charge and spin): 599.40 kJ/mol
Kohn-Sham gap: 5.27 eV

```
25
Properties=species:S:1:pos:R:3:forces:R:3
C -0.452105 1.410568 0.227469 -0.6 0.4 0.8
N -1.733653 1.056965 -0.264602 -0.5 -0.9 -0.3
C -2.328382 -0.226688 0.029987 -0.7 0.6 0.3
C -3.724966 -0.338440 -0.556320 -0.3 0.7 0.0
C 0.542533 0.313479 -0.023512 -0.5 0.4 0.3
N 0.265474 -0.732195 0.832894 0.8 0.5 -0.1
C 2.978048 -0.128938 -0.695852 -0.2 -0.3 -1.0
C 2.040916 0.793260 0.054578 0.5 -0.9 -0.1
H -0.194009 2.368751 -0.211298 0.4 0.0 -0.2
H -0.487096 1.598331 1.321433 0.1 -0.2 0.1
H -2.436326 1.782910 -0.225995 0.2 0.3 -0.3
H -1.661708 -1.039826 -0.287905 0.1 -0.2 0.1
H -2.452937 -0.314170 1.122995 0.5 -0.3 0.0
H -3.836816 0.076131 -1.555429 0.4 -0.4 -0.4
H -4.409855 0.299126 0.011981 0.0 -0.3 0.3
H -4.081273 -1.360911 -0.503791 -0.1 0.0 -0.1
H 0.444513 -0.113248 -1.060794 0.2 -0.1 -0.1
H 3.190326 -2.496211 1.694542 0.0 -0.4 -0.1
H 1.119321 -1.325054 0.851227 -0.5 -0.4 -0.3
H 3.084797 -3.185900 1.407621 0.0 0.4 0.1
H 4.016604 0.058332 -0.519447 0.6 0.1 0.7
H 2.921598 0.060070 -1.769148 -0.4 -0.1 -0.1
H 2.807255 -1.201939 -0.569170 0.0 0.1 0.3
H 2.319266 0.894776 1.097809 -0.1 0.1 0.2
H 2.068464 1.750829 -0.409270 -0.1 0.9 -0.2
```
Forces are in eV/Å.

Here are the Löwdin charges for atoms 1 to 2, given in e: C -0.187; N 0.019